Record 1
Formula: C3H10N4O
Source: the OMol25 dataset
Level of theory: ωB97M-V/def2-TZVPD

Positions of all 18 atoms, in Å:
C: 1.391 -0.386 -0.633
C: 0.497 0.781 -0.261
C: -1.003 0.391 -0.173
H: 1.721 -1.253 1.035
H: 1.623 -2.317 -0.298
H: 2.462 -0.139 -0.898
H: 0.965 -0.641 -1.683
H: 0.540 1.514 -1.115
H: 0.833 2.221 1.183
H: 0.330 0.697 1.861
H: -1.720 2.266 -0.531
H: -0.664 -1.499 0.500
H: -3.097 -0.578 -0.277
N: 1.255 -1.535 0.178
N: 0.891 1.218 1.085
N: -1.906 1.257 -0.475
N: -1.405 -0.938 0.036
O: -2.712 -1.057 0.468

Values from the calculation:
**Energy**: -414.47100 Eh
**HOMO energy**: -8.422 eV
**SMILES**: [H]/N=C(/NO)[C@@H](N)CN
**Net charge**: 0

Record 2
Formula: C3H10N4O
Source: the OMol25 dataset
Level of theory: ωB97M-V/def2-TZVPD

Positions of all 18 atoms, in Å:
C: 0.167 -1.292 -1.687
C: -0.181 -1.281 1.294
N: 0.173 1.093 0.275
C: 0.665 -0.344 0.445
N: 0.335 1.741 -0.992
N: -0.966 1.627 0.937
O: 1.139 -0.888 -0.732
N: 1.295 0.751 0.997
H: -0.694 1.806 1.902
H: 1.320 2.016 -1.040
H: -0.237 2.586 -0.999
H: -1.721 0.948 0.930
H: -0.413 -0.434 -2.037
H: 0.734 -1.711 -2.517
H: -0.494 -2.065 -1.283
H: -0.271 -0.872 2.302
H: -1.179 -1.436 0.864
H: 0.326 -2.247 1.340

Values from the calculation:
**Energy**: -414.39868 Eh
**HOMO energy**: -8.154 eV
**Net charge**: 0

Record 3
Formula: C3H10N4O
Source: the OMol25 dataset
Level of theory: ωB97M-V/def2-TZVPD

Positions of all 18 atoms, in Å:
C: -0.416 1.943 1.589
C: 0.317 0.577 1.218
C: 0.084 -0.939 -0.622
H: -1.468 2.003 0.797
H: 0.309 2.828 1.428
H: -0.840 1.973 2.734
H: 1.311 0.447 1.593
H: -0.268 -0.026 1.718
H: 0.676 1.117 -0.535
H: -0.017 -3.016 -0.510
H: -1.728 -2.698 0.077
H: 0.258 0.806 -3.182
H: 1.627 -0.182 -2.966
N: 0.119 0.310 -0.050
N: 0.137 -2.156 0.156
N: 0.221 -1.122 -1.900
N: 0.786 0.231 -2.454
O: -1.106 -2.098 0.909

Values from the calculation:
**Energy**: -414.31923 Eh
**HOMO energy**: -8.831 eV
**SMILES**: CCN/C(=N\N)NO
**Net charge**: 0

Record 4
Formula: C3H10N4O
Source: the OMol25 dataset
Level of theory: ωB97M-V/def2-TZVPD

Positions of all 18 atoms, in Å:
N: 0.222 -1.047 -1.420
C: 1.475 1.030 0.562
O: 0.115 -2.171 -0.489
N: 2.210 1.395 -0.439
H: 0.105 -1.770 0.410
H: 1.232 -0.896 -1.456
H: 1.720 1.369 -1.337
H: 1.935 1.086 1.564
N: -0.219 -0.423 1.560
N: -1.876 -0.232 -0.919
C: 0.007 0.620 0.514
C: -0.470 0.132 -0.897
H: 0.017 -0.031 2.475
H: -1.227 -0.601 1.605
H: -1.922 -1.220 -0.677
H: -2.416 0.304 -0.251
H: -0.573 1.504 0.807
H: -0.335 0.951 -1.611

Values from the calculation:
**Energy**: -414.48167 Eh
**HOMO energy**: -9.299 eV
**SMILES**: [H]/N=C\[C@H](N)[C@H](N)NO
**Net charge**: 0

Record 5
Formula: C3H10N4S
Source: the OMol25 dataset
Level of theory: ωB97M-V/def2-TZVPD

Positions of all 18 atoms, in Å:
C: 2.292 -1.132 -0.724
C: -0.472 -0.083 0.490
C: -1.172 2.192 -0.186
H: 1.808 -0.937 -1.747
H: 2.080 -2.267 -0.496
H: 3.462 -1.027 -0.701
H: 2.302 -0.544 1.292
H: 0.673 1.321 -0.134
H: -1.126 2.743 0.871
H: -1.114 3.099 -0.898
H: -2.157 1.656 -0.269
H: -1.762 -1.035 1.905
H: -2.105 -2.069 -1.007
N: 1.766 -0.358 0.375
N: 0.544 -0.827 0.922
N: -0.286 1.038 -0.253
N: -1.827 -0.535 0.868
S: -2.905 -1.237 -0.307

Values from the calculation:
**Energy**: -737.39334 Eh
**HOMO energy**: -8.262 eV
**SMILES**: CN/N=C(\NC)NS
**Net charge**: 0

Record 6
Formula: C3H10N6
Source: the OMol25 dataset
Level of theory: ωB97M-V/def2-TZVPD

Positions of all 19 atoms, in Å:
C: -0.433 2.300 0.223
C: -1.429 0.207 -0.155
C: 0.818 -0.263 -0.202
H: -0.046 1.976 1.299
H: -0.984 3.426 0.248
H: 0.564 2.355 -0.515
H: -3.369 -0.195 -0.527
H: -2.023 -1.945 1.096
H: -2.158 -2.774 -0.409
H: 1.162 0.378 -1.110
H: 2.043 -1.262 1.220
H: 3.896 0.086 0.067
H: 3.707 -1.298 -0.844
N: -1.584 1.525 -0.193
N: -2.453 -0.705 -0.601
N: -2.563 -1.973 0.207
N: -0.321 -0.474 0.343
N: 2.016 -0.899 0.249
N: 3.157 -0.465 -0.396

Values from the calculation:
**Energy**: -448.70233 Eh
**HOMO energy**: -8.554 eV
**SMILES**: C/N=C(\N=C\NN)NN
**Net charge**: 0

Record 7
Formula: C3H10NO
Source: the OMol25 dataset
Level of theory: ωB97M-V/def2-TZVPD

Positions of all 15 atoms, in Å:
C: 0.044 -0.757 2.946
O: -0.206 0.289 2.144
H: 1.047 -0.747 3.479
H: 0.119 -1.768 2.429
H: -0.695 -0.921 3.761
C: 0.302 1.079 -2.388
C: -0.503 0.189 -1.463
N: 0.373 -0.423 -0.433
H: 0.894 1.715 -1.716
H: -0.319 1.807 -2.942
H: 0.966 0.577 -3.083
H: -1.053 -0.615 -1.953
H: -1.252 0.829 -0.988
H: 0.273 0.100 0.468
H: 0.009 -1.352 -0.261

Values from the calculation:
**Energy**: -250.26315 Eh
**HOMO energy**: -2.429 eV
**Net charge**: -1

Record 8
Formula: C3H10NO
Source: the OMol25 dataset
Level of theory: ωB97M-V/def2-TZVPD

Positions of all 15 atoms, in Å:
C: 0.270 -1.200 0.652
C: 1.648 -1.419 -0.010
H: 0.235 -2.016 1.417
H: -0.555 -1.291 -0.053
H: 0.137 -0.192 1.077
H: 1.775 -2.451 -0.330
H: 1.916 -0.727 -0.871
H: 2.342 -1.224 0.789
N: -0.827 1.269 -1.280
C: -1.316 1.408 0.169
O: -0.332 1.568 1.019
H: -1.425 1.879 -1.856
H: 0.111 1.682 -1.265
H: -2.039 2.257 0.177
H: -1.939 0.456 0.366

Values from the calculation:
**Energy**: -250.26469 Eh
**HOMO energy**: -2.478 eV
**Net charge**: -1

Record 9
Formula: C3H10NO
Source: the OMol25 dataset
Level of theory: ωB97M-V/def2-TZVPD

Positions of all 15 atoms, in Å:
O: 3.220 -0.533 -0.582
C: 2.406 -0.009 0.384
C: 1.056 -0.019 -0.206
N: -0.162 0.185 0.491
C: -3.440 0.025 -0.351
H: 4.085 -0.533 -0.075
H: 2.862 0.885 0.722
H: 2.190 -0.706 1.263
H: 0.994 0.400 -1.233
H: 0.488 -1.005 -0.136
H: -0.244 1.012 1.117
H: -3.929 0.264 -1.382
H: -3.057 1.114 0.121
H: -4.059 -0.597 0.349
H: -2.410 -0.483 -0.482

Values from the calculation:
**Energy**: -250.10591 Eh
**HOMO energy (alpha / beta)**: -9.550 / -9.467 eV
**2S+1**: 2
**Net charge**: 0

Record 10
Formula: C3H10NO
Source: the OMol25 dataset
Level of theory: ωB97M-V/def2-TZVPD

Positions of all 15 atoms, in Å:
C: -1.267 1.965 -2.557
N: -1.261 0.965 -1.784
H: -2.142 1.897 -3.271
H: -0.520 2.724 -2.737
H: -0.403 0.645 -1.204
H: -1.835 0.131 -1.790
C: 1.087 -1.057 0.850
O: 0.437 0.101 0.185
C: 0.760 -1.229 2.360
H: 0.688 -1.976 0.437
H: 2.121 -0.998 0.499
H: 0.336 0.734 0.907
H: 1.408 -2.082 2.738
H: 0.897 -0.335 2.961
H: -0.306 -1.485 2.405

Values from the calculation:
**Energy**: -249.99166 Eh
**HOMO energy**: -14.657 eV
**Net charge**: +1

What are the F_max values for these records? In order: 5.065 1.578 6.316 2.050 4.178 4.032 1.164 1.366 4.341 3.965 eV/A.